[1]
{"formula": "C23H15N6RuSe2", "method": "wB97M-V/def2-TZVPD", "orbital_gap_ev": [4.683, 4.151], "charge": 1, "homo_ev": [-9.52, -10.82], "e_above_lowest_kcal_mol": 0.0, "spin_multiplicity": 5, "species": ["Ru", "Se", "N", "C", "C", "C", "C", "C", "N", "C", "C", "N", "C", "C", "C", "C", "C", "N", "H", "H", "H", "H", "H", "H", "N", "C", "C", "C", "C", "C", "C", "H", "H", "H", "H", "H", "Se", "C", "C", "C", "N", "C", "C", "H", "H", "H", "H"], "xyz": [[-0.018, -1.172, -0.633], [0.839, 3.510, 5.300], [1.306, 1.767, 5.064], [1.081, 1.544, 3.762], [1.093, 0.207, 3.235], [1.498, -0.910, 4.019], [1.353, -2.153, 3.412], [0.752, -2.311, 2.151], [0.404, -1.229, 1.381], [0.602, 0.048, 1.911], [0.242, 1.156, 1.081], [-0.071, 0.847, -0.215], [-0.406, 1.921, -1.050], [-0.284, 3.235, -0.684], [0.140, 3.535, 0.627], [0.277, 2.510, 1.532], [0.643, 2.682, 2.909], [0.394, 3.865, 3.513], [1.858, -0.733, 5.028], [1.511, -3.072, 3.985], [0.595, -3.312, 1.799], [-0.857, 1.615, -1.991], [-0.740, 3.965, -1.298], [0.172, 4.525, 1.055], [1.659, -1.567, -1.056], [2.421, -0.952, -1.994], [3.832, -1.135, -1.824], [4.733, -0.561, -2.698], [4.226, 0.161, -3.800], [2.868, 0.474, -3.925], [1.961, -0.122, -3.086], [4.141, -1.697, -0.912], [5.763, -0.678, -2.552], [4.870, 0.663, -4.489], [2.520, 1.163, -4.696], [0.889, 0.100, -3.180], [-1.908, -2.535, -0.733], [-3.711, -1.916, -1.037], [-4.539, -2.381, -2.094], [-5.836, -1.901, -2.107], [-6.342, -1.122, -1.171], [-5.533, -0.790, -0.128], [-4.219, -1.116, -0.009], [-4.128, -3.006, -2.888], [-6.502, -2.191, -2.914], [-5.979, -0.115, 0.573], [-3.572, -0.814, 0.829]]}

---

[2]
{"formula": "C23H16AsI2N2O6S2W", "method": "wB97M-V/def2-TZVPD", "orbital_gap_ev": [5.245, 5.246], "charge": 3, "homo_ev": [-17.02, -17.02], "e_above_lowest_kcal_mol": 37.2, "spin_multiplicity": 1, "species": ["W", "I", "C", "I", "H", "H", "O", "As", "O", "O", "C", "C", "C", "C", "C", "C", "S", "O", "O", "O", "H", "H", "H", "H", "H", "S", "C", "N", "C", "C", "C", "C", "C", "C", "H", "H", "H", "H", "H", "N", "C", "C", "C", "C", "C", "C", "C", "C", "C", "H", "H", "H", "H"], "xyz": [[0.635, 0.654, -0.769], [3.448, 1.339, -0.591], [3.171, 3.466, -0.466], [1.458, 3.954, 0.663], [3.066, 3.818, -1.485], [4.067, 3.842, 0.018], [-1.413, 3.942, -2.226], [-0.919, 2.334, -2.325], [-1.106, 1.587, -0.763], [0.769, 2.160, -2.096], [-1.248, 1.481, -3.988], [-1.985, 2.165, -4.943], [-2.066, 1.668, -6.244], [-1.396, 0.512, -6.588], [-0.659, -0.196, -5.634], [-0.580, 0.285, -4.344], [0.209, -0.772, -3.157], [0.232, -2.093, -3.642], [-0.652, -0.485, -1.918], [1.512, -0.245, -2.601], [-2.281, 4.197, -2.575], [-2.490, 3.092, -4.704], [-2.651, 2.201, -6.980], [-1.449, 0.131, -7.599], [-0.178, -1.129, -5.900], [2.285, -3.678, -0.144], [2.210, -2.051, -0.548], [1.083, -1.429, -0.260], [0.159, -2.307, 0.347], [-1.148, -2.030, 0.756], [-1.884, -3.053, 1.315], [-1.349, -4.339, 1.475], [-0.066, -4.627, 1.067], [0.679, -3.594, 0.498], [3.033, -1.583, -1.066], [-1.592, -1.053, 0.620], [-2.902, -2.863, 1.628], [-1.958, -5.119, 1.912], [0.345, -5.622, 1.172], [-0.019, 0.163, 9.080], [0.066, 0.231, 7.936], [0.165, 0.314, 6.512], [-0.237, 1.498, 5.866], [-0.148, 1.581, 4.505], [0.358, 0.472, 3.763], [0.758, -0.721, 4.437], [0.660, -0.793, 5.797], [0.460, 0.545, 2.404], [0.526, 0.590, 1.152], [-0.614, 2.324, 6.453], [-0.455, 2.476, 3.982], [1.133, -1.555, 3.860], [0.957, -1.683, 6.335]]}

---

[3]
{"formula": "C23H16CuO6P", "method": "wB97M-V/def2-TZVPD", "orbital_gap_ev": [4.870, 4.142], "charge": 1, "homo_ev": [-10.48, -10.48], "spin_multiplicity": 2, "species": ["O", "C", "Cu", "C", "O", "C", "O", "C", "O", "C", "O", "H", "O", "P", "C", "C", "C", "C", "C", "C", "C", "C", "C", "C", "C", "C", "C", "C", "C", "C", "C", "C", "H", "H", "H", "H", "H", "H", "H", "H", "H", "H", "H", "H", "H", "H", "H"], "xyz": [[-0.050, 1.640, -3.426], [-0.256, 1.727, -2.297], [-0.707, 1.708, -0.671], [-0.487, 1.439, 1.007], [-0.509, 1.264, 2.144], [0.766, -1.590, -1.418], [0.008, -2.217, -0.697], [1.346, -0.185, -0.865], [2.443, 0.190, -0.608], [-1.949, 0.447, -0.754], [-2.922, -0.141, -0.623], [0.972, -1.830, -2.436], [1.437, -1.143, 2.740], [0.838, -2.607, 3.339], [2.777, -0.742, 2.906], [3.737, -1.642, 3.385], [4.948, -1.123, 3.845], [5.172, 0.258, 3.844], [4.220, 1.126, 3.296], [3.024, 0.625, 2.791], [-0.956, -2.147, 3.457], [-1.559, -1.825, 4.672], [-2.931, -1.589, 4.753], [-3.695, -1.658, 3.588], [-3.097, -1.913, 2.346], [-1.728, -2.129, 2.277], [1.312, -2.480, 5.095], [1.502, -3.655, 5.863], [1.801, -3.566, 7.231], [1.872, -2.294, 7.832], [1.662, -1.121, 7.085], [1.340, -1.225, 5.730], [3.558, -2.724, 3.399], [5.692, -1.783, 4.285], [6.116, 0.680, 4.208], [4.347, 2.197, 3.304], [2.257, 1.225, 2.317], [-0.989, -1.799, 5.587], [-3.372, -1.343, 5.722], [-4.763, -1.455, 3.651], [-3.718, -1.924, 1.449], [-1.267, -2.335, 1.317], [1.451, -4.633, 5.375], [1.958, -4.486, 7.825], [2.067, -2.229, 8.908], [1.729, -0.137, 7.577], [1.117, -0.300, 5.200]]}

---

[4]
{"formula": "C23H16F4N2O5", "method": "wB97M-V/def2-TZVPD", "orbital_gap_ev": 9.655, "homo_ev": -9.10, "smiles": "O=C(O)COc1ccc(C(NC(=O)c2c(F)cccc2F)NC(=O)c2c(F)cccc2F)cc1", "spin_multiplicity": 1, "species": ["O", "C", "O", "C", "O", "C", "C", "C", "C", "C", "N", "C", "O", "C", "C", "F", "C", "C", "C", "C", "F", "N", "C", "O", "C", "C", "F", "C", "C", "C", "C", "F", "C", "C", "H", "H", "H", "H", "H", "H", "H", "H", "H", "H", "H", "H", "H", "H", "H", "H"], "xyz": [[3.355, -1.529, -6.865], [3.732, -1.081, -5.824], [4.355, -1.804, -4.896], [3.570, 0.398, -5.437], [3.649, 0.594, -4.043], [2.538, 0.310, -3.282], [1.422, -0.375, -3.744], [0.366, -0.616, -2.882], [0.405, -0.189, -1.564], [-0.763, -0.461, -0.648], [-1.359, 0.765, -0.186], [-2.655, 0.764, 0.225], [-3.433, -0.129, -0.018], [-3.032, 1.992, 0.999], [-3.702, 1.876, 2.215], [-3.968, 0.657, 2.699], [-4.076, 2.981, 2.959], [-3.791, 4.246, 2.478], [-3.130, 4.406, 1.272], [-2.756, 3.282, 0.559], [-2.110, 3.449, -0.612], [-0.381, -1.291, 0.503], [0.094, -0.788, 1.661], [0.395, 0.376, 1.832], [0.212, -1.801, 2.764], [0.829, -3.037, 2.605], [1.312, -3.373, 1.391], [0.976, -3.935, 3.645], [0.483, -3.601, 4.894], [-0.143, -2.385, 5.097], [-0.263, -1.501, 4.039], [-0.882, -0.334, 4.248], [1.532, 0.489, -1.107], [2.588, 0.735, -1.957], [4.565, -1.254, -4.120], [2.646, 0.801, -5.865], [4.417, 0.947, -5.862], [1.364, -0.735, -4.760], [-0.499, -1.147, -3.251], [-1.545, -1.011, -1.183], [-0.718, 1.442, 0.204], [-4.582, 2.835, 3.899], [-4.083, 5.115, 3.047], [-2.898, 5.383, 0.880], [-0.609, -2.270, 0.447], [1.470, -4.876, 3.464], [0.588, -4.295, 5.714], [-0.539, -2.108, 6.061], [1.585, 0.821, -0.082], [3.466, 1.261, -1.615]]}

---

[5]
{"formula": "C23H16FNO5", "method": "wB97M-V/def2-TZVPD", "orbital_gap_ev": 8.621, "homo_ev": -8.52, "smiles": "O=C(O)c1ccccc1C(=O)c1ccc2c(c1)N(Cc1cccc(F)c1)C(=O)CO2", "spin_multiplicity": 1, "species": ["O", "C", "O", "C", "C", "C", "C", "C", "C", "C", "O", "C", "C", "C", "C", "C", "C", "N", "C", "C", "C", "C", "C", "C", "F", "C", "C", "O", "C", "O", "H", "H", "H", "H", "H", "H", "H", "H", "H", "H", "H", "H", "H", "H", "H", "H"], "xyz": [[1.725, 0.484, 1.222], [2.376, -0.505, 1.474], [3.449, -0.855, 0.772], [2.038, -1.421, 2.583], [2.905, -2.424, 3.005], [2.560, -3.225, 4.078], [1.356, -3.023, 4.736], [0.489, -2.026, 4.320], [0.817, -1.224, 3.237], [-0.129, -0.157, 2.770], [-0.345, 0.843, 3.413], [-0.836, -0.472, 1.501], [-1.033, -1.777, 1.064], [-1.746, -2.009, -0.097], [-2.206, -0.946, -0.862], [-1.915, 0.376, -0.486], [-1.285, 0.595, 0.727], [-2.237, 1.412, -1.380], [-1.447, 2.641, -1.408], [-0.166, 2.391, -2.164], [-0.110, 2.628, -3.533], [1.036, 2.338, -4.253], [2.142, 1.793, -3.622], [2.063, 1.558, -2.263], [3.133, 1.007, -1.629], [0.937, 1.849, -1.518], [-3.099, 1.198, -2.408], [-3.333, 2.022, -3.266], [-3.788, -0.159, -2.369], [-2.925, -1.209, -1.986], [3.600, -0.218, 0.051], [3.844, -2.557, 2.492], [3.232, -4.002, 4.408], [1.093, -3.642, 5.580], [-0.448, -1.866, 4.833], [-0.669, -2.610, 1.646], [-1.954, -3.011, -0.437], [-1.092, 1.587, 1.099], [-2.054, 3.385, -1.927], [-1.250, 2.975, -0.391], [-0.976, 3.033, -4.035], [1.069, 2.530, -5.314], [3.043, 1.553, -4.163], [0.935, 1.643, -0.460], [-4.642, -0.100, -1.675], [-4.158, -0.401, -3.366]]}

---

[6]
{"formula": "C23H17AsFeN3O6S", "method": "wB97M-V/def2-TZVPD", "orbital_gap_ev": [5.807, 6.329], "charge": -1, "homo_ev": [-3.98, -4.54], "e_above_lowest_kcal_mol": 22.6, "spin_multiplicity": 5, "species": ["Fe", "O", "As", "O", "O", "C", "C", "C", "C", "C", "C", "S", "O", "O", "O", "H", "H", "H", "H", "H", "C", "C", "C", "C", "N", "C", "C", "C", "C", "C", "C", "C", "H", "H", "H", "H", "H", "H", "H", "H", "N", "C", "C", "C", "C", "N", "C", "C", "H", "H", "H", "H"], "xyz": [[9.448, 10.807, 10.813], [11.018, 12.316, 6.954], [11.139, 11.227, 8.451], [12.248, 11.753, 9.498], [9.511, 11.300, 8.881], [11.772, 9.477, 7.721], [12.195, 9.436, 6.371], [12.633, 8.280, 5.771], [12.605, 7.064, 6.499], [12.369, 7.105, 7.844], [11.891, 8.335, 8.432], [11.461, 8.171, 10.142], [10.405, 7.168, 9.928], [12.680, 7.743, 10.814], [10.890, 9.376, 10.839], [11.281, 13.193, 7.308], [12.364, 10.369, 5.852], [13.034, 8.303, 4.745], [12.861, 6.123, 6.007], [12.377, 6.254, 8.542], [12.643, 12.267, 13.676], [11.956, 13.070, 14.578], [10.582, 13.303, 14.321], [9.931, 12.614, 13.311], [10.638, 11.739, 12.498], [11.981, 11.711, 12.564], [8.541, 12.710, 12.920], [7.510, 13.227, 13.765], [6.214, 13.413, 13.292], [5.909, 13.086, 11.981], [6.919, 12.592, 11.132], [8.149, 12.270, 11.645], [13.749, 12.081, 13.731], [12.390, 13.425, 15.466], [9.975, 14.060, 14.842], [12.455, 11.222, 11.719], [7.794, 13.469, 14.772], [5.472, 13.858, 13.935], [4.926, 13.200, 11.552], [6.702, 12.393, 10.047], [6.062, 4.610, 12.203], [6.521, 5.612, 11.849], [6.981, 6.910, 11.482], [6.928, 7.977, 12.406], [7.416, 9.183, 12.024], [8.030, 9.393, 10.858], [7.940, 8.377, 9.959], [7.336, 7.181, 10.151], [6.519, 7.766, 13.415], [7.406, 10.047, 12.667], [8.391, 8.637, 8.962], [7.351, 6.409, 9.316]]}

---

[7]
{"formula": "C23H17BN10O3S2W", "method": "wB97M-V/def2-TZVPD", "orbital_gap_ev": [6.158, 6.890], "charge": 1, "homo_ev": [-11.54, -11.91], "e_above_lowest_kcal_mol": 3.6, "spin_multiplicity": 2, "species": ["W", "C", "C", "N", "N", "C", "B", "N", "C", "C", "C", "N", "N", "C", "C", "C", "N", "N", "C", "C", "C", "N", "H", "H", "H", "H", "H", "H", "H", "H", "H", "H", "H", "H", "S", "C", "S", "C", "C", "N", "C", "N", "O", "C", "C", "C", "C", "C", "C", "C", "O", "O", "H", "H", "H", "H", "H"], "xyz": [[0.260, 0.316, -0.643], [1.740, -2.936, 1.925], [1.912, -1.765, 1.206], [0.727, -1.229, 0.892], [-0.223, -2.053, 1.411], [0.371, -3.093, 2.010], [-1.694, -1.727, 1.074], [-1.807, -1.880, -0.480], [-2.443, -2.798, -1.204], [-2.015, -2.719, -2.526], [-1.086, -1.705, -2.538], [-0.958, -1.186, -1.299], [-1.885, -0.241, 1.481], [-2.691, 0.254, 2.426], [-2.374, 1.585, 2.628], [-1.345, 1.839, 1.737], [-1.043, 0.725, 1.052], [-2.706, -2.556, 1.798], [-2.683, -3.158, 3.020], [-3.955, -3.572, 3.310], [-4.716, -3.161, 2.198], [-3.974, -2.544, 1.303], [2.500, -3.590, 2.312], [2.830, -1.300, 0.896], [-0.207, -3.892, 2.439], [-3.173, -3.436, -0.737], [-2.348, -3.318, -3.354], [-0.508, -1.289, -3.348], [-3.436, -0.374, 2.887], [-2.836, 2.275, 3.310], [-0.849, 2.772, 1.519], [-1.791, -3.215, 3.619], [-4.286, -4.090, 4.192], [-5.772, -3.289, 2.020], [-1.395, 1.931, -1.255], [-0.431, 2.536, -2.573], [0.849, 1.384, -2.738], [-0.573, 3.721, -3.200], [0.393, 4.142, -4.166], [1.198, 4.480, -4.912], [-1.652, 4.595, -2.854], [-2.504, 5.296, -2.536], [1.760, 1.523, 0.309], [2.974, 1.955, -0.290], [3.420, 3.228, -0.016], [4.604, 3.651, -0.605], [5.313, 2.799, -1.438], [4.843, 1.520, -1.683], [3.651, 1.073, -1.118], [3.194, -0.312, -1.452], [3.938, -1.175, -1.813], [1.878, -0.560, -1.285], [1.568, 2.051, 1.097], [2.857, 3.889, 0.632], [4.964, 4.652, -0.413], [6.230, 3.133, -1.901], [5.385, 0.838, -2.324]]}

---

[8]
{"formula": "C23H17BrNSSiTa", "method": "wB97M-V/def2-TZVPD", "orbital_gap_ev": 5.999, "charge": 2, "homo_ev": -14.11, "e_above_lowest_kcal_mol": 0.0, "spin_multiplicity": 1, "species": ["Ta", "Br", "C", "C", "C", "C", "C", "C", "C", "C", "C", "C", "H", "H", "H", "H", "H", "H", "C", "C", "C", "C", "C", "C", "Si", "C", "C", "C", "C", "C", "C", "H", "H", "H", "H", "H", "H", "H", "H", "H", "H", "H", "S", "C", "N"], "xyz": [[1.671, -0.209, 17.510], [0.884, 2.564, 17.713], [1.970, 2.935, 16.215], [1.962, 4.299, 15.904], [2.685, 4.761, 14.756], [3.218, 3.814, 13.934], [3.202, 2.479, 14.288], [3.959, 1.589, 13.477], [3.925, 0.223, 13.743], [3.242, -0.286, 14.851], [2.636, 0.559, 15.795], [2.599, 1.977, 15.482], [1.484, 4.957, 16.566], [2.604, 5.786, 14.360], [3.650, 4.193, 13.007], [4.604, 1.992, 12.662], [4.500, -0.500, 13.154], [3.132, -1.300, 14.936], [1.775, -6.290, 15.580], [2.321, -5.368, 14.732], [2.772, -4.186, 15.282], [2.626, -3.904, 16.665], [2.214, -4.926, 17.536], [1.828, -6.121, 16.966], [3.554, -2.421, 17.107], [3.228, -1.424, 18.570], [3.724, -0.090, 18.756], [3.030, 0.821, 19.591], [1.832, 0.425, 20.159], [1.372, -0.912, 20.082], [1.986, -1.769, 19.206], [1.512, -7.238, 15.183], [2.436, -5.572, 13.627], [3.217, -3.415, 14.571], [2.352, -4.786, 18.601], [1.717, -7.047, 17.444], [4.627, -1.918, 16.209], [4.610, 0.301, 18.231], [3.361, 1.847, 19.637], [1.318, 1.079, 20.871], [0.432, -1.196, 20.536], [1.566, -2.759, 19.092], [-0.231, -2.351, 14.031], [0.122, -1.814, 15.441], [0.472, -1.390, 16.550]]}

---

[9]
{"formula": "C23H17Cl3MoN3O9S2", "method": "wB97M-V/def2-TZVPD", "orbital_gap_ev": 5.472, "charge": 1, "homo_ev": -11.23, "spin_multiplicity": 1, "species": ["Mo", "O", "C", "C", "C", "C", "C", "C", "C", "O", "N", "O", "O", "H", "H", "H", "H", "Cl", "C", "C", "C", "C", "C", "C", "N", "C", "C", "N", "C", "O", "C", "C", "C", "Cl", "S", "C", "C", "C", "Cl", "C", "H", "H", "H", "H", "H", "H", "H", "H", "H", "H", "H", "H", "H", "O", "S", "O", "O", "O"], "xyz": [[0.747, 3.426, 0.821], [-0.940, 4.426, 1.454], [-1.233, 4.838, 2.617], [-0.703, 4.353, 3.823], [-1.237, 4.861, 5.031], [-0.805, 4.341, 6.211], [0.147, 3.310, 6.257], [0.682, 2.809, 5.099], [0.293, 3.331, 3.852], [0.868, 2.874, 2.774], [-1.353, 4.867, 7.471], [-0.931, 4.384, 8.498], [-2.170, 5.759, 7.387], [-1.998, 5.616, 2.660], [-1.986, 5.641, 5.023], [0.445, 2.925, 7.222], [1.421, 2.022, 5.118], [-0.829, -5.064, -7.240], [-0.433, -4.187, -5.806], [0.708, -4.516, -5.091], [1.010, -3.811, -3.940], [0.192, -2.782, -3.488], [0.540, -2.018, -2.235], [1.391, -0.796, -2.577], [1.559, 0.047, -1.396], [2.615, 0.032, -0.497], [2.301, 0.889, 0.495], [1.054, 1.459, 0.216], [0.657, 0.927, -0.953], [1.278, -2.817, -1.329], [0.642, -2.966, -0.055], [-0.714, -3.582, -0.185], [-1.885, -2.974, 0.161], [-2.062, -1.398, 0.831], [-3.267, -3.933, -0.171], [-2.278, -5.184, -0.801], [-0.959, -4.869, -0.748], [-0.936, -2.471, -4.238], [-1.982, -1.167, -3.743], [-1.267, -3.161, -5.391], [1.345, -5.319, -5.435], [1.884, -4.077, -3.359], [-0.387, -1.674, -1.769], [0.942, -0.204, -3.375], [2.382, -1.111, -2.901], [3.481, -0.585, -0.660], [2.863, 1.168, 1.368], [-0.692, 1.226, -2.304], [0.564, -1.993, 0.441], [1.314, -3.594, 0.529], [-2.730, -6.089, -1.173], [-0.174, -5.520, -1.104], [-2.154, -2.906, -5.952], [0.091, 3.001, -3.409], [0.979, 3.335, -2.298], [2.201, 4.152, 0.671], [0.107, 3.747, -1.046], [-0.598, 1.002, -1.359]]}